ORCA calculation (the ωB97M-V functional and the def2-TZVPD basis) on a structure of composition C56H47F2N6O2P2PbS2.

Geometry as XYZ:
```
118
Properties=species:S:1:pos:R:3:forces:R:3
Pb 0.393068 0.105742 -0.363281 0.1 0.1 -0.1
C -2.893418 -2.007713 2.043702 -0.1 -0.1 0.1
P -1.912740 -0.707696 2.778843 -0.1 0.1 -0.1
C -0.272373 -1.290304 3.176962 0.0 0.0 0.0
C 0.637789 -0.538611 3.927472 0.0 0.0 0.0
C 1.806304 -1.124757 4.381726 0.0 0.0 0.0
C 2.075441 -2.458990 4.098625 0.0 0.0 0.0
C 1.191343 -3.199506 3.329065 0.0 0.0 0.0
C 0.019604 -2.621238 2.861269 0.0 0.0 0.0
C -2.744041 -0.107093 4.239148 0.0 0.1 0.0
C -2.190054 -0.160062 5.517511 0.0 0.0 0.0
C -2.914404 0.309698 6.602187 0.0 0.0 0.0
C -4.186941 0.828637 6.418605 0.0 0.0 0.0
C -4.751412 0.868620 5.150414 0.0 0.0 0.0
C -4.038060 0.397891 4.063241 0.0 0.0 0.0
C -2.397919 -2.610149 0.760357 0.1 0.0 0.0
C -2.470998 -3.963402 0.465912 0.0 0.0 0.0
C -1.997936 -4.087377 -0.854271 0.0 0.0 0.0
C -1.678696 -2.805045 -1.267107 0.1 0.1 0.0
C -1.185936 -2.408677 -2.629515 0.0 -0.1 0.0
P 0.471355 -1.638082 -2.506495 -0.1 0.1 0.0
C 0.875235 -0.880248 -4.101030 0.0 0.0 0.0
C 2.209773 -0.686256 -4.464425 0.0 0.0 0.0
C 2.532859 0.048511 -5.592758 0.0 0.0 0.0
C 1.527492 0.605077 -6.373192 0.0 0.0 0.0
C 0.200329 0.412688 -6.024402 0.0 0.0 0.0
C -0.126594 -0.325165 -4.894764 0.0 0.0 0.0
C 1.556460 -3.069354 -2.278872 0.0 0.0 0.0
C 2.181028 -3.729387 -3.335028 0.0 0.0 0.0
C 2.937252 -4.866922 -3.094245 0.0 0.0 0.0
C 3.061028 -5.361402 -1.802970 0.0 0.0 0.0
C 2.424047 -4.719930 -0.750358 0.0 0.0 0.0
C 1.677424 -3.576216 -0.986262 0.0 0.0 0.0
N -1.893117 -1.879369 -0.277449 -0.3 -0.2 0.0
H -2.998092 -2.779930 2.811771 0.0 0.0 0.0
H -3.883754 -1.547593 1.937772 0.0 0.0 0.0
H 0.431181 0.497002 4.152334 0.0 0.0 0.0
H 2.505565 -0.536674 4.961254 0.0 0.0 0.0
H 2.982165 -2.917263 4.473193 0.0 0.0 0.0
H 1.402681 -4.234310 3.093230 0.0 0.0 0.0
H -0.656129 -3.205967 2.247344 0.0 0.0 0.0
H -1.208308 -0.581098 5.675758 0.1 0.0 0.0
H -2.482674 0.266282 7.592795 0.0 0.0 0.0
H -4.746632 1.196115 7.268560 0.0 0.0 0.0
H -5.746942 1.265955 5.006391 0.0 0.0 0.0
H -4.489706 0.430011 3.079725 0.0 0.0 0.0
H -2.844541 -4.745960 1.110544 0.0 0.0 0.0
H -1.915760 -4.989517 -1.441599 0.0 0.0 0.0
H -1.099135 -3.288674 -3.269341 0.0 0.0 0.0
H -1.867436 -1.712196 -3.118123 0.0 0.0 0.0
H 2.999769 -1.126250 -3.868982 0.0 0.0 0.0
H 3.571045 0.186581 -5.866129 0.0 0.0 0.0
H 1.779648 1.181765 -7.253315 0.0 0.0 0.0
H -0.588776 0.839946 -6.629703 0.0 0.0 0.0
H -1.169960 -0.448927 -4.633093 0.0 0.0 0.0
H 2.077704 -3.358691 -4.346963 0.0 0.0 0.0
H 3.423602 -5.372611 -3.918146 0.0 0.0 0.0
H 3.645717 -6.253679 -1.620123 0.0 0.0 0.0
H 2.507949 -5.111644 0.255572 0.0 0.0 0.0
H 1.172002 -3.080636 -0.164145 0.0 0.0 0.0
F 4.183291 3.969333 -1.584098 0.0 0.0 0.0
C 2.957697 3.507051 -1.917832 0.0 0.0 0.0
C 2.452148 2.400731 -1.264367 0.0 0.1 0.0
C 1.193644 1.912687 -1.598616 0.1 -0.1 0.1
C 0.420728 2.572302 -2.566734 0.0 0.0 0.0
C 0.992339 3.681218 -3.192734 0.0 0.0 0.0
F 0.327292 4.372431 -4.143983 0.0 0.0 0.0
C 2.250833 4.165589 -2.896501 0.0 0.0 0.0
C -0.956849 2.083451 -2.847149 0.0 0.0 0.0
C -1.788268 2.612084 -3.837225 0.0 0.0 0.0
C -3.052904 2.085483 -4.025974 0.0 0.0 0.0
C -3.476051 1.029717 -3.238313 0.0 0.0 0.0
C -2.598550 0.550240 -2.284430 0.0 0.0 0.0
N -1.384020 1.063234 -2.080319 0.1 0.0 0.0
H 3.059890 1.933667 -0.496792 0.0 0.0 0.0
H 2.644272 5.030545 -3.410096 0.0 0.0 0.0
H -1.450487 3.421432 -4.458549 0.0 0.0 0.0
H -3.696708 2.498051 -4.792338 0.0 0.0 0.0
H -4.452559 0.580283 -3.351245 0.0 0.0 0.0
H -2.850459 -0.299118 -1.664425 0.0 0.0 0.0
O -4.345436 0.225975 0.293013 0.0 0.1 0.0
C -4.531937 1.501729 0.723357 0.0 -0.1 0.0
C -5.799447 2.025078 0.475615 0.0 0.0 0.0
C -6.124136 3.303838 0.876658 0.0 0.0 0.0
C -5.186454 4.094688 1.536335 0.0 0.0 0.0
C -3.934665 3.581776 1.790410 0.0 0.0 0.0
C -3.582122 2.281690 1.400171 0.0 0.0 0.0
C -2.227701 1.826490 1.745354 -0.1 0.0 0.0
O -2.025427 0.446257 1.670422 0.1 0.0 0.1
N -1.290795 2.630259 2.015210 0.0 0.0 0.0
N -0.089971 2.046149 2.382662 0.0 0.0 0.0
C 0.890268 2.864237 2.268992 0.0 0.0 0.0
S 2.503999 2.292773 2.633838 0.0 0.0 0.0
C 3.224369 3.952663 2.728991 0.0 0.0 0.0
C 2.550486 4.807205 1.672232 0.0 0.0 0.0
S 0.759855 4.529103 1.752683 0.0 0.0 0.0
H -3.412028 -0.033725 0.309881 0.0 -0.1 -0.1
H -6.510664 1.398610 -0.045885 0.0 0.0 0.0
H -7.113815 3.691137 0.672582 0.0 0.0 0.0
H -5.436780 5.097934 1.851413 0.0 0.0 0.0
H -3.192794 4.172600 2.309574 0.0 0.0 0.0
H 4.293049 3.857468 2.541337 0.0 0.0 0.0
H 3.068945 4.356869 3.727991 0.0 0.0 0.0
H 2.906139 4.553994 0.675976 0.0 0.0 0.0
H 2.726219 5.866917 1.853062 0.0 0.0 0.0
N 6.869336 -2.054091 0.294521 0.0 0.0 0.0
C 5.600459 -1.605887 0.106049 0.0 0.0 0.0
C 5.242963 -0.887459 -1.043567 0.0 0.0 0.0
C 3.948560 -0.441530 -1.180334 0.0 -0.1 0.0
N 2.986536 -0.654857 -0.276456 0.0 0.2 0.0
C 3.334254 -1.328230 0.821027 0.0 0.0 0.1
C 4.598883 -1.814107 1.063063 0.0 0.0 0.0
H 7.537452 -2.003520 -0.452395 0.0 0.0 0.0
H 7.077249 -2.678197 1.051931 0.0 0.0 0.0
H 5.972640 -0.679088 -1.815507 0.0 0.0 0.0
H 3.661375 0.127054 -2.056732 0.0 0.0 0.0
H 2.543482 -1.492597 1.545930 0.0 0.0 0.0
H 4.808001 -2.355563 1.977121 0.0 0.0 0.0
```
Forces are in eV/Å.

Results
ΔE to the lowest compared entry with this formula, charge and spin ... 0.0 kJ/mol
E_tot ... -122797.741 eV
HOMO energy ... -0.3303 hartree
Orbital gap ... 6.59 eV
Net charge ... +1